C41H42F3N7O4 | wB97M-V/def2-TZVPD

```
97
C41H42F3N7O4, DFT wB97M-V/def2-TZVPD
C 0.093 4.342 0.446
C 0.307 3.636 1.785
C -0.734 4.053 2.822
C 1.717 3.817 2.305
C 2.249 5.056 2.608
C 3.549 5.167 3.065
C 4.333 4.041 3.230
C 3.822 2.785 2.960
C 4.628 1.511 3.107
C 5.483 1.485 4.373
C 5.477 1.243 1.865
C 2.512 2.684 2.488
N 1.964 1.386 2.195
N 1.294 0.666 3.083
N 0.889 -0.397 2.430
C 0.153 -1.450 3.087
C -1.243 -1.408 3.092
C -1.943 -0.218 2.469
C -2.703 0.589 3.519
C -2.848 -0.625 1.305
C -1.936 -2.466 3.648
C -1.262 -3.547 4.182
C 0.119 -3.573 4.186
C 0.845 -2.520 3.661
C 2.358 -2.503 3.638
C 2.900 -3.318 2.466
C 2.978 -2.960 4.960
C 1.295 -0.424 1.061
C 1.114 -1.490 0.115
C 1.959 -1.612 -1.002
C 1.777 -2.616 -1.919
C 0.759 -3.538 -1.755
C 0.565 -4.637 -2.787
F -0.595 -5.287 -2.539
F 0.528 -4.064 -4.011
F 1.607 -5.492 -2.696
C -0.053 -3.468 -0.640
C 0.121 -2.471 0.282
C 1.983 0.804 0.897
C 2.458 1.416 -0.220
H 0.807 4.002 -0.306
H -0.910 4.159 0.056
H 0.216 5.419 0.553
H 0.176 2.554 1.609
H -0.608 3.501 3.754
H -0.646 5.114 3.051
H -1.748 3.873 2.461
H 1.645 5.938 2.480
H 3.953 6.139 3.297
H 5.348 4.139 3.574
H 3.889 0.694 3.193
H 4.893 1.721 5.259
H 5.932 0.502 4.526
H 6.295 2.208 4.306
H 4.864 1.150 0.968
H 6.181 2.058 1.700
H 6.054 0.323 1.971
H -1.150 0.433 2.060
H -2.045 0.908 4.328
H -3.159 1.478 3.083
H -3.498 -0.011 3.961
H -2.287 -1.098 0.497
H -3.611 -1.329 1.637
H -3.360 0.239 0.883
H -3.011 -2.445 3.654
H -1.816 -4.374 4.596
H 0.639 -4.419 4.599
H 2.648 -1.448 3.485
H 2.525 -2.951 1.512
H 3.989 -3.287 2.432
H 2.601 -4.361 2.556
H 2.544 -2.435 5.811
H 2.824 -4.028 5.111
H 4.054 -2.783 4.974
H 2.796 -0.945 -1.097
H 2.435 -2.713 -2.765
H -0.819 -4.212 -0.502
H -0.512 -2.444 1.148
H 2.296 1.018 -1.198
H 2.930 2.374 -0.149
N 4.220 -0.004 -5.281
C 3.288 0.593 -4.925
C 2.187 1.320 -4.469
C 1.276 0.735 -3.609
C 0.228 1.516 -3.137
N -0.832 1.335 -2.265
O -1.046 0.249 -1.670
O -1.588 2.441 -2.117
N -1.021 3.355 -2.884
C 0.061 2.846 -3.506
C 0.990 3.439 -4.402
N 0.908 4.822 -4.809
O 0.036 5.546 -4.316
O 1.728 5.234 -5.640
C 2.032 2.671 -4.852
H 1.366 -0.298 -3.313
H 2.750 3.117 -5.526
```

Results
Gap between HOMO and LUMO (eV): 4.3
Charge: 0
LUMO level (eV): -2.3

C41H43Br2Cl2F4N3O4RbS2 | wB97M-V/def2-TZVPD

```
102
C41H43Br2Cl2F4N3O4RbS2, DFT wB97M-V/def2-TZVPD
Rb 13.459 11.511 13.598
C 13.106 13.435 9.517
C 12.086 13.624 10.623
N 12.616 14.334 11.828
C 13.275 15.615 11.546
C 14.659 15.732 12.189
C 11.489 14.447 12.826
C 11.745 15.065 14.192
N 12.649 14.187 14.955
C 13.131 14.602 16.098
C 14.291 14.047 16.742
F 14.818 12.925 16.166
C 14.756 14.497 17.951
F 15.637 13.685 18.570
C 14.271 15.674 18.560
C 13.161 16.256 17.896
F 12.706 17.439 18.451
C 12.477 15.726 16.852
F 11.146 15.920 16.684
H 12.811 12.595 8.854
H 14.138 13.251 9.957
H 13.043 14.414 8.946
H 11.656 12.692 10.958
H 11.208 14.147 10.225
H 12.632 16.443 11.848
H 13.518 15.759 10.486
H 14.705 15.591 13.264
H 15.105 16.713 11.872
H 15.387 15.023 11.758
H 11.081 13.438 12.949
H 10.751 15.141 12.358
H 10.750 15.081 14.723
H 12.135 16.055 14.081
H 14.518 16.120 19.524
Cl 9.505 13.454 17.006
C 9.505 11.821 17.715
Cl 10.111 11.789 19.390
H 10.219 11.287 17.087
H 8.473 11.451 17.643
O 8.240 12.398 11.134
S 7.005 11.991 10.390
C 7.314 10.305 9.830
C 8.314 10.008 8.758
C 9.741 10.270 9.198
C 10.089 9.415 10.446
S 11.882 9.060 10.867
O 12.506 10.394 11.211
C 12.426 8.503 9.213
C 13.527 9.105 8.590
C 13.848 8.685 7.274
C 12.996 7.878 6.511
C 12.031 7.174 7.240
C 11.768 7.478 8.580
C 6.793 12.957 8.891
C 5.523 13.126 8.311
C 5.388 13.854 7.136
C 6.560 14.241 6.437
C 7.778 14.254 7.139
C 7.913 13.483 8.291
H 6.302 10.068 9.380
H 7.436 9.661 10.769
H 8.165 10.546 7.815
H 8.205 8.925 8.447
H 9.985 11.324 9.345
H 10.418 10.020 8.354
H 9.554 8.414 10.331
H 9.703 9.909 11.365
H 14.047 9.971 9.090
H 14.766 8.967 6.756
H 13.055 7.741 5.418
H 11.542 6.365 6.795
H 11.088 6.851 9.158
H 4.715 12.740 8.917
H 4.461 14.135 6.684
H 6.560 14.614 5.425
H 8.624 14.932 6.863
H 8.852 13.261 8.780
Br 15.583 9.131 12.772
C 16.922 10.428 12.656
C 17.954 10.173 11.725
C 18.960 11.138 11.583
C 18.895 12.297 12.346
C 17.871 12.446 13.259
N 16.913 11.478 13.463
H 17.927 9.247 11.175
H 19.748 10.999 10.844
H 19.681 13.076 12.351
H 17.904 13.239 13.962
Br 7.849 5.060 17.014
C 9.185 6.323 16.655
C 9.626 7.149 17.698
C 10.516 8.188 17.417
C 11.125 8.269 16.135
C 10.766 7.333 15.140
C 9.801 6.395 15.363
C 12.018 9.364 15.651
O 11.972 10.533 16.101
O 12.775 8.949 14.745
H 9.084 7.057 18.622
H 10.859 8.864 18.203
H 11.286 7.315 14.163
H 9.623 5.689 14.583
```

Results
Gap between HOMO and LUMO (eV): 4.6
Charge: -1
LUMO level (eV): 1.5
ΔE to the lowest compared entry with this formula, charge and spin (kcal per mole): 76.0

C41H43CaCl2FNPS2 | wB97M-V/def2-TZVPD

```
92
C41H43CaCl2FNPS2, DFT wB97M-V/def2-TZVPD
Ca 0.626 0.849 0.002
C -2.653 5.085 0.447
C -1.973 3.748 0.694
S -0.286 3.748 0.745
C -2.773 2.602 0.893
C -4.273 2.746 1.079
S -2.192 1.024 0.990
H -1.913 5.805 0.118
H -3.128 5.474 1.357
H -3.425 5.002 -0.325
H -4.648 3.740 0.816
H -4.525 2.553 2.127
H -4.797 2.000 0.480
C 2.311 1.727 7.541
C 1.199 0.897 7.539
C 0.617 0.495 6.336
C 1.133 0.922 5.114
C 2.255 1.764 5.133
C 2.843 2.156 6.328
P 0.431 0.572 3.436
C -1.012 -0.491 3.858
C -2.090 0.077 4.548
C -3.274 -0.622 4.726
C -3.415 -1.901 4.188
C -2.358 -2.472 3.495
C -1.161 -1.774 3.334
C 1.662 -0.628 2.805
C 2.278 -1.555 3.665
C 3.232 -2.427 3.169
C 3.561 -2.372 1.812
C 2.927 -1.464 0.975
C 1.952 -0.539 1.424
H 2.760 2.040 8.479
H 0.779 0.556 8.479
H -0.242 -0.164 6.353
H 2.662 2.110 4.187
H 3.711 2.808 6.318
H -2.000 1.092 4.930
H -4.103 -0.161 5.255
H -4.352 -2.440 4.299
H -2.468 -3.458 3.053
H -0.347 -2.218 2.774
H 2.004 -1.595 4.717
H 3.718 -3.143 3.825
H 4.317 -3.046 1.417
H 3.212 -1.464 -0.077
C -2.888 0.425 -2.718
C -1.978 1.428 -3.437
C -1.526 2.523 -2.457
C -0.747 0.884 -4.164
C -0.434 1.519 -5.367
C 0.709 1.210 -6.085
C 1.568 0.252 -5.569
C 1.311 -0.421 -4.373
C 2.382 -1.467 -4.005
C 2.799 -1.579 -2.537
C 2.019 -2.858 -4.548
C 0.120 -0.111 -3.638
N -0.139 -0.680 -2.385
C -0.703 -1.893 -2.312
C -1.227 -2.683 -3.383
C -1.764 -3.952 -3.185
C -1.809 -4.538 -1.921
C -1.307 -3.795 -0.845
C -0.805 -2.541 -1.063
F -0.363 -1.813 -0.027
H -3.864 0.893 -2.537
H -2.471 0.132 -1.757
H -3.046 -0.478 -3.311
H -2.583 1.906 -4.208
H -0.900 2.087 -1.684
H -2.387 2.998 -1.968
H -0.946 3.295 -2.974
H -1.105 2.289 -5.739
H 0.935 1.714 -7.019
H 2.478 0.011 -6.117
H 3.273 -1.145 -4.549
H 2.020 -2.029 -1.924
H 3.045 -0.603 -2.120
H 3.697 -2.209 -2.470
H 1.115 -3.235 -4.075
H 2.834 -3.566 -4.348
H 1.849 -2.823 -5.633
H -1.195 -2.253 -4.379
H -2.148 -4.500 -4.039
H -2.221 -5.528 -1.769
H -1.320 -4.184 0.169
Cl 5.817 0.925 -3.627
C 4.557 2.074 -3.870
Cl 2.432 2.136 -1.457
H 3.654 1.680 -4.323
H 4.479 2.844 -3.116
```

Results
Gap between HOMO and LUMO (spin up / spin down) (eV): 5.9 / 5.7
Charge: -2
LUMO level (spin up / spin down) (eV): 4.3 / 4.0
ΔE to the lowest compared entry with this formula, charge and spin (kcal per mole): 13.7

C41H43CrN8O | wB97M-V/def2-TZVPD

```
94
C41H43CrN8O, DFT wB97M-V/def2-TZVPD
Cr 0.109 -1.215 3.448
C 0.602 0.081 0.364
O 0.598 -0.711 1.463
H 0.646 1.116 0.702
H 1.555 0.104 -0.163
H -0.351 0.012 -0.161
N 1.111 -3.349 -5.084
C 2.070 -3.458 -4.164
C 2.388 -2.411 -3.263
C 1.707 -1.185 -3.351
C 0.605 -1.192 -4.223
C 0.292 -2.310 -5.048
H 2.530 -4.426 -4.030
H 3.117 -2.501 -2.471
H 2.054 -0.376 -2.725
H 0.080 -0.248 -4.237
H -0.469 -2.127 -5.791
N 5.588 3.783 -0.318
C 4.875 2.613 -0.467
C 3.606 2.369 0.168
C 3.269 3.273 1.156
C 3.960 4.513 1.273
C 5.047 4.705 0.469
H 5.181 1.944 -1.258
H 3.089 1.438 -0.015
H 2.393 3.099 1.764
H 3.639 5.299 1.941
H 5.688 5.538 0.717
N 1.681 3.047 -3.429
C 0.674 2.864 -2.584
C -0.626 2.561 -3.059
C -0.872 2.357 -4.409
C 0.196 2.575 -5.238
C 1.481 2.904 -4.717
H 0.965 2.841 -1.544
H -1.472 2.511 -2.388
H -1.861 2.161 -4.797
H 0.090 2.450 -6.306
H 2.408 2.990 -5.264
N 2.275 -1.191 4.200
C 2.965 -2.083 5.017
C 4.097 -1.691 5.795
C 4.619 -0.413 5.632
C 4.060 0.432 4.647
C 3.064 -0.075 3.899
H 2.418 -2.990 5.228
H 4.434 -2.268 6.644
H 5.464 -0.146 6.248
H 4.566 1.375 4.502
H 2.597 0.517 3.126
N -2.760 2.555 -0.025
C -1.869 3.547 0.215
C -1.932 4.788 -0.412
C -3.110 5.183 -1.021
C -4.131 4.206 -1.060
C -3.902 2.887 -0.611
H -0.975 3.270 0.754
H -1.125 5.452 -0.141
H -3.218 6.236 -1.236
H -5.093 4.511 -1.444
H -4.600 2.077 -0.759
N -2.106 -1.569 2.912
C -2.833 -2.728 3.115
C -4.162 -2.843 2.694
C -4.662 -1.850 1.879
C -4.037 -0.642 1.764
C -2.711 -0.593 2.144
H -2.510 -3.506 3.791
H -4.736 -3.714 2.975
H -5.648 -1.933 1.447
H -4.525 0.249 1.398
H -2.077 0.278 2.071
N 0.421 -3.468 3.436
C 1.046 -4.184 2.435
C 1.119 -5.527 2.464
C 0.693 -6.251 3.585
C 0.111 -5.643 4.689
C 0.058 -4.180 4.528
H 1.384 -3.549 1.629
H 1.668 -6.036 1.686
H 0.948 -7.297 3.670
H -0.268 -6.112 5.586
H -0.265 -3.575 5.362
N -5.103 -0.808 -2.477
C -5.290 -0.341 -3.785
C -4.205 -0.101 -4.569
C -2.875 -0.377 -4.123
C -2.771 -0.702 -2.814
C -3.891 -0.820 -1.985
H -6.330 -0.284 -4.070
H -4.354 0.201 -5.596
H -2.003 -0.152 -4.719
H -1.799 -0.740 -2.347
H -3.768 -1.021 -0.931
```

Results
Gap between HOMO and LUMO (spin up / spin down) (eV): 7.5 / 7.6
Charge: +1
Multiplicity: 5
LUMO level (spin up / spin down) (eV): -3.2 / -3.2
ΔE to the lowest compared entry with this formula, charge and spin (kcal per mole): 54.3

C41H43GeN2OSTcTe | wB97M-V/def2-TZVPD

```
91
C41H43GeN2OSTcTe, DFT wB97M-V/def2-TZVPD
Tc 0.167 -0.816 -0.160
S 1.648 -2.402 -0.662
C 3.417 -2.300 -0.383
N 4.020 -3.457 -0.543
C 5.480 -3.633 -0.356
C 5.994 -2.548 0.572
C 5.526 -1.183 0.099
N 4.051 -1.203 -0.073
H 3.471 -4.264 -0.810
H 5.953 -3.590 -1.339
H 5.634 -4.628 0.055
H 7.082 -2.575 0.589
H 5.647 -2.727 1.592
H 5.974 -0.907 -0.857
H 5.747 -0.406 0.825
H 3.538 -0.347 0.104
C -7.186 -3.106 3.241
C -5.905 -2.496 2.835
C -5.496 -1.273 3.404
C -4.307 -0.692 3.081
C -3.925 0.593 3.754
C -3.452 -1.353 2.087
C -2.329 -0.672 1.725
O -1.412 -1.110 0.864
C -3.865 -2.640 1.516
C -3.034 -3.405 0.529
C -5.060 -3.157 1.904
H -7.959 -2.348 3.383
H -7.040 -3.583 4.220
H -7.527 -3.870 2.546
H -6.140 -0.801 4.135
H -4.461 0.683 4.696
H -4.216 1.448 3.138
H -2.863 0.668 3.981
H -2.126 0.306 2.149
H -2.066 -3.671 0.957
H -2.868 -2.822 -0.382
H -3.546 -4.321 0.247
H -5.390 -4.104 1.496
C -2.731 -0.181 -2.390
Te -0.601 -0.201 -2.678
C -0.866 -2.196 -3.433
C -2.358 -2.369 -3.590
C -2.847 -3.494 -4.251
C -4.213 -3.673 -4.384
C -5.096 -2.732 -3.864
C -4.614 -1.610 -3.213
C -3.240 -1.428 -3.074
H -3.076 0.741 -2.858
H -2.953 -0.138 -1.323
H -0.424 -2.906 -2.734
H -0.315 -2.242 -4.373
H -2.163 -4.220 -4.673
H -4.592 -4.539 -4.910
H -6.162 -2.864 -3.989
H -5.304 -0.864 -2.837
C 1.013 0.592 0.036
Ge 1.890 2.470 0.055
C 0.724 3.709 0.949
C -0.492 3.406 1.546
C -1.250 4.415 2.127
C -0.769 5.713 2.149
C 0.465 6.014 1.592
C 1.226 5.004 1.020
C 3.474 2.229 1.144
C 3.428 1.483 2.323
C 4.531 1.447 3.166
C 5.676 2.165 2.837
C 5.728 2.903 1.661
C 4.630 2.930 0.807
C 2.135 2.733 -1.833
C 2.653 1.707 -2.632
C 2.895 1.923 -3.980
C 2.624 3.169 -4.536
C 2.107 4.190 -3.750
C 1.856 3.974 -2.400
H -0.867 2.385 1.540
H -2.217 4.204 2.564
H -1.351 6.488 2.629
H 0.840 7.028 1.629
H 2.217 5.231 0.637
H 2.522 0.960 2.618
H 4.492 0.884 4.089
H 6.529 2.154 3.503
H 6.621 3.460 1.409
H 4.685 3.504 -0.112
H 2.895 0.735 -2.202
H 3.308 1.135 -4.596
H 2.823 3.346 -5.585
H 1.900 5.158 -4.185
H 1.439 4.778 -1.804
```

Results
Gap between HOMO and LUMO (eV): 3.5
Charge: +4
LUMO level (eV): -14.3
ΔE to the lowest compared entry with this formula, charge and spin (kcal per mole): 2.3